# 1
This record from the OMol25 dataset describes a structure of composition C28H50LaN8O11P3S at a distorted geometry. The level of theory is ωB97M-V with the def2-TZVPD basis set.

Each line ends with the Mulliken charge.
Element x y z (Å)
La  -0.292053  -0.453468  0.323523  3.1853
N  1.719322  -2.582646  0.217273  -0.5929
C  1.898069  -3.240551  1.511329  -0.1941
C  1.873195  -2.217446  2.646543  0.0646
O  2.616200  -2.429952  3.630836  -0.8658
N  1.061213  -1.194932  2.442880  0.2463
C  1.132359  -0.145495  3.440591  -0.8688
C  0.808774  1.223756  2.845146  0.4865
O  0.510669  2.164097  3.606137  -0.9324
O  0.806046  1.309952  1.577609  -0.7177
H  1.819007  -3.213956  -0.567282  0.1751
H  2.411599  -1.842455  0.122303  0.2163
H  2.837713  -3.796905  1.608908  0.2773
H  1.072666  -3.945286  1.665227  0.0002
H  2.129293  -0.077109  3.896606  0.4564
H  0.437546  -0.307412  4.273508  0.2638
N  -4.709347  2.632062  1.857278  -0.9107
C  -3.882034  1.744698  0.990189  1.3766
C  -4.565000  1.500442  -0.349334  -1.7978
P  -2.234219  2.538368  0.722795  0.7026
O  -1.812175  2.392376  2.257117  -0.6559
O  -2.414088  3.963957  0.353083  -0.8463
O  -1.498525  1.567014  -0.180940  -0.6244
P  -3.677790  0.176779  1.937497  0.8113
O  -4.950067  -0.730890  1.552460  -0.8050
O  -4.009695  0.576899  3.423426  -0.5913
O  -2.429433  -0.604169  1.735159  -0.7795
H  -4.144702  3.442361  2.103765  0.3079
H  -4.426275  1.462566  3.371752  0.4931
H  -5.478719  2.991284  1.303120  0.2799
H  -4.627008  2.451899  -0.884081  0.5650
H  -5.566557  1.082604  -0.220454  0.4748
H  -3.982459  0.826383  -0.975126  0.0567
H  -0.904228  2.591477  2.594729  0.4077
H  -4.710821  -1.395850  0.896453  0.3024
N  1.636264  -2.863333  -7.697004  -0.7226
C  1.354040  -2.053319  -6.575175  1.1338
C  0.154442  -1.354383  -6.492356  -0.7957
C  -0.115823  -0.555983  -5.392927  -0.5102
C  0.811475  -0.437191  -4.364044  -0.0761
C  2.015645  -1.115511  -4.454279  -0.3450
C  2.285878  -1.917099  -5.552648  -0.9030
S  0.342814  0.533622  -2.958422  1.0271
O  -1.012939  0.111442  -2.674879  -0.5175
O  0.566149  1.916694  -3.272622  -0.8140
N  1.210691  -0.018990  -1.729481  0.4818
C  2.476830  0.471916  -1.462615  -0.0413
N  3.181257  1.146565  -2.382967  -0.5234
C  4.327612  1.667946  -1.972615  -0.3370
C  4.816589  1.519399  -0.685446  -0.8426
C  4.066455  0.701499  0.145092  -0.3180
N  2.926980  0.155165  -0.233111  -0.3828
H  0.802306  -3.227705  -8.135307  0.2258
H  2.261080  -3.625385  -7.473630  0.2311
H  -0.582395  -1.452885  -7.282441  0.2610
H  -1.067417  -0.048746  -5.312725  0.4213
H  2.743677  -1.041315  -3.659426  0.3283
H  3.223313  -2.459765  -5.603663  0.2759
H  4.890161  2.226734  -2.715854  0.3932
H  5.740673  1.974588  -0.362014  0.3776
H  4.395972  0.464166  1.152050  0.5066
C  -1.332759  -5.655477  -3.307921  -2.0896
C  -0.762575  -4.652189  -2.299849  3.2463
C  0.177800  -3.673090  -3.026020  -1.9971
C  0.110078  -5.441614  -1.311181  -2.1751
P  -2.003403  -3.610074  -1.321869  -0.3073
N  -1.346918  -2.381876  -0.664968  0.5544
C  -2.794842  -4.743041  -0.013127  2.4832
C  -1.806232  -4.909553  1.156699  -1.8289
C  -3.292821  -6.128847  -0.439876  -2.0819
C  -3.971579  -3.966728  0.590560  -1.9220
C  -3.368810  -3.118423  -2.536689  3.1897
C  -2.702948  -2.603043  -3.820927  -2.4576
C  -4.093024  -1.901638  -1.937775  -1.9555
C  -4.404159  -4.180615  -2.919112  -2.3837
H  -0.507021  -6.244423  -3.728157  0.5100
H  -1.836523  -5.173289  -4.145535  0.3344
H  -2.030401  -6.362715  -2.858294  0.2621
H  1.143771  -4.160478  -3.199429  0.6834
H  0.347807  -2.778220  -2.424373  -0.0313
H  -0.204086  -3.360863  -3.997950  -0.0436
H  0.989803  -5.810414  -1.848574  0.6458
H  -0.404186  -6.307381  -0.896179  0.3501
H  0.452639  -4.827045  -0.482590  0.2390
H  -1.047158  -5.665384  0.969108  0.2798
H  -2.369973  -5.224361  2.040683  0.6413
H  -1.309022  -3.965180  1.382122  0.0711
H  -2.477631  -6.799113  -0.709646  0.3020
H  -3.996185  -6.106999  -1.272780  0.2568
H  -3.811345  -6.592632  0.408912  0.5162
H  -3.606599  -2.983943  0.889149  0.0286
H  -4.311953  -4.487179  1.489679  0.5946
H  -4.822565  -3.863825  -0.081957  0.3028
H  -1.950720  -1.846708  -3.602838  0.3846
H  -3.478587  -2.132867  -4.436506  0.7650
H  -2.248270  -3.393511  -4.419662  0.1168
H  -3.368817  -1.236154  -1.467840  -0.2423
H  -4.852627  -2.182534  -1.207069  0.4089
H  -4.598660  -1.355438  -2.739829  0.6615
H  -3.960878  -5.077561  -3.352908  0.2792
H  -5.076526  -3.754932  -3.674603  0.5149
H  -5.025667  -4.486738  -2.077574  0.3910

Force components x, y, z for each atom (eV/Å):
La 0.2 -1.3 0.0
N 0.2 0.3 0.1
C -0.1 -0.1 -0.1
C 0.0 0.1 0.1
O 0.0 0.0 0.0
N 0.0 0.2 0.1
C 0.0 0.0 0.2
C -0.1 -0.1 -0.1
O 0.0 0.1 0.1
O 0.2 0.4 0.4
H -0.1 0.0 0.0
H 0.0 -0.1 0.0
H 0.0 0.0 0.0
H 0.0 0.0 0.0
H 0.0 -0.1 0.0
H 0.0 0.0 0.0
N 0.0 0.1 0.0
C -0.2 0.0 0.2
C 0.0 0.1 -0.1
P 0.5 -0.2 0.1
O -0.1 0.1 0.2
O -0.2 -0.1 -0.2
O -0.4 0.7 0.3
P 0.3 0.0 -0.3
O -0.2 0.0 0.1
O 0.0 -0.2 0.1
O -0.4 0.3 0.2
H 0.0 0.0 -0.1
H -0.1 0.2 0.0
H 0.0 -0.1 0.1
H 0.0 0.0 0.0
H 0.0 0.0 0.0
H 0.1 0.0 0.0
H 0.1 -0.1 0.0
H 0.1 -0.1 -0.1
N 0.0 -0.1 0.0
C 0.0 -0.1 -0.1
C -0.1 0.1 0.0
C 0.1 -0.1 0.0
C 0.0 -0.1 -0.3
C 0.0 0.0 0.0
C 0.0 0.0 0.0
S 0.0 0.0 0.4
O 0.1 0.1 -0.1
O -0.1 0.0 -0.2
N 1.0 0.6 -0.4
C -0.8 -0.4 -0.3
N 0.2 0.1 0.0
C 0.0 0.0 0.0
C 0.0 0.0 -0.1
C 0.0 -0.1 0.1
N 0.0 0.2 -0.1
H 0.0 0.0 0.0
H 0.0 0.0 0.0
H 0.0 0.0 0.0
H 0.0 0.0 0.0
H 0.0 0.0 0.0
H 0.0 0.0 0.0
H 0.0 0.0 0.0
H 0.0 0.0 0.0
H 0.0 0.0 0.0
C 0.1 -0.1 -0.1
C 0.1 -0.2 -0.2
C 0.1 0.0 0.0
C 0.0 0.0 0.0
P 0.5 0.9 0.7
N -0.5 -0.8 -0.3
C -0.1 -0.3 0.0
C 0.0 0.0 0.0
C 0.0 -0.1 0.0
C 0.0 0.1 0.0
C -0.2 -0.1 -0.1
C 0.0 0.0 -0.1
C 0.0 0.0 0.0
C -0.1 0.0 -0.1
H 0.0 0.0 0.0
H 0.0 -0.1 0.1
H 0.0 0.0 0.1
H 0.0 0.0 -0.1
H 0.0 0.0 0.0
H 0.0 0.0 0.0
H 0.0 0.0 0.0
H -0.1 0.0 0.0
H 0.0 0.1 0.0
H 0.0 0.0 0.0
H 0.0 0.0 0.0
H 0.0 0.1 0.0
H 0.1 0.0 0.0
H 0.0 0.0 0.1
H 0.0 0.0 0.0
H 0.0 0.1 0.0
H -0.1 0.0 0.0
H 0.0 0.0 0.0
H 0.0 0.0 0.1
H 0.0 0.0 0.0
H -0.1 0.1 0.1
H 0.1 0.0 0.0
H 0.0 0.0 0.0
H 0.0 0.0 0.0
H 0.0 0.0 0.0
H 0.0 0.0 0.0
H 0.0 0.0 0.0

The calculation puts the energy at -103866.69234 eV. For the HOMO energy, the calculation gives -2.5 eV. The multiplicity is 1. Its net charge is -2. Its lowest unoccupied orbital energy is 3.8 eV. The calculation puts the frontier orbital gap at 6.33 eV. The energy relative to the best compared isomer or geometry (same formula, charge and spin) comes out at 68.8 kJ/mol.

# 2
This record from the OMol25 dataset describes a structure of composition C28H50MgO18S5 at a distorted geometry. The level of theory is ωB97M-V with the def2-TZVPD basis set.

Each line ends with the Mulliken charge.
Element x y z (Å)
Mg  -6.558313  28.884963  -10.647336  1.3563
C  -4.673539  23.885933  -12.171051  -0.4055
C  -4.104640  23.511778  -10.931219  -0.0260
C  -4.328374  24.473707  -9.728891  0.3639
O  -3.624464  24.331510  -8.735141  -0.7576
C  -5.193915  25.590934  -9.929825  -0.8364
C  -5.719820  25.928196  -11.165324  0.1982
C  -5.537765  24.978720  -12.323090  0.0363
O  -6.084871  25.242013  -13.403140  -0.7106
O  -6.201432  27.070708  -11.407872  -1.3660
O  -3.439030  22.485245  -10.753941  -0.6454
H  -4.435523  23.264261  -13.026155  0.8427
H  -5.368869  26.196078  -9.045106  0.3522
C  -8.216402  23.281328  -16.767049  -1.1677
C  -8.479390  22.515362  -15.488855  0.5793
C  -8.228959  23.306114  -14.185070  0.2918
O  -9.453214  23.189719  -13.457451  -0.3209
C  -10.397865  22.593922  -14.217345  0.6046
O  -11.523349  22.436536  -13.876445  -0.5726
O  -9.909156  22.260859  -15.428571  -0.3755
H  -8.956170  24.067161  -16.880104  0.3830
H  -8.139749  22.583644  -17.602836  0.3699
H  -7.205866  23.704714  -16.770048  0.0916
H  -7.978223  21.547942  -15.469683  0.2509
H  -8.010747  24.341200  -14.441965  0.0063
H  -7.373891  22.925223  -13.634438  -0.1855
C  -5.833136  19.530517  -11.869959  -1.5376
C  -4.620247  20.070619  -12.590072  2.0905
C  -3.235375  19.629607  -12.118268  -0.1137
O  -2.567787  19.232144  -13.322887  -0.3505
C  -3.426611  19.231791  -14.354399  0.6208
O  -3.157611  18.908190  -15.469940  -0.5782
O  -4.664835  19.586255  -13.954172  -0.4300
H  -5.792149  18.440079  -11.877094  0.4453
H  -6.718078  19.927356  -12.361075  0.2591
H  -5.824534  19.824794  -10.819650  0.3581
H  -4.630857  21.160636  -12.598390  -1.1620
H  -3.244890  18.786931  -11.422848  0.1971
H  -2.746447  20.466663  -11.625805  0.1876
C  -0.383092  22.557349  -8.825793  -1.4014
C  -0.075083  23.762536  -9.673761  0.7085
C  -0.590464  25.083427  -9.098966  0.2022
O  0.491357  25.993103  -9.273317  -0.3472
C  1.625694  25.301107  -9.575488  0.4971
O  2.703756  25.787006  -9.589524  -0.5481
O  1.350268  24.001695  -9.769394  -0.4072
H  -1.464623  22.411948  -8.789331  0.2823
H  -0.010585  22.731105  -7.811463  0.4025
H  0.073217  21.639424  -9.192900  0.3505
H  -0.398566  23.561205  -10.696229  0.1185
H  -0.835916  24.986272  -8.041718  0.3254
H  -1.499103  25.338377  -9.640749  -0.2163
C  -7.883034  26.883305  -7.036557  -0.7942
S  -7.034367  28.406929  -7.381094  0.3187
O  -6.720410  28.317434  -8.833042  1.2967
C  -5.519052  28.011901  -6.498782  -0.9254
H  -8.557336  26.933993  -6.181587  0.4011
H  -7.187574  26.075486  -6.789153  0.3080
H  -8.424563  26.598650  -7.935402  0.1155
H  -5.802089  27.631089  -5.518913  0.4346
H  -4.801124  28.820754  -6.466392  0.2892
H  -5.112672  27.172166  -7.075698  0.2464
C  -5.276220  31.729858  -13.256211  -1.1972
S  -5.594783  29.974830  -13.343634  0.8018
O  -6.666031  29.569145  -12.379008  -0.6849
C  -6.304317  29.947602  -14.977576  -1.1131
H  -4.372863  31.852207  -13.866711  0.4398
H  -5.086294  32.100015  -12.254327  0.3142
H  -5.996738  32.351995  -13.790819  0.3681
H  -7.090141  29.192911  -15.004577  0.3004
H  -5.535027  29.837299  -15.734194  0.4091
H  -6.874425  30.860911  -15.183000  0.3669
C  -3.836348  25.028925  -16.295890  -0.2079
S  -2.708520  24.026957  -17.256552  0.4404
O  -1.448637  24.795361  -17.448702  -0.6571
C  -2.325798  22.753329  -16.035209  -0.7838
H  -4.768466  24.453178  -16.378024  -0.1855
H  -3.986780  26.008758  -16.741644  0.3777
H  -3.694906  25.162218  -15.220550  0.1240
H  -1.684430  22.085870  -16.612247  0.3964
H  -3.222497  22.207728  -15.749031  0.1609
H  -1.740590  23.201992  -15.236617  0.3285
C  -11.090877  27.463833  -10.310433  -1.0920
S  -9.726711  27.799718  -11.405835  0.3172
O  -8.554375  28.301115  -10.631760  -0.7246
C  -9.264146  26.118362  -11.829999  -0.5955
H  -11.386978  28.427892  -9.890271  0.3940
H  -10.887941  26.736392  -9.525923  0.2734
H  -11.942456  27.150486  -10.915010  0.4271
H  -8.504737  26.198601  -12.608140  -0.0057
H  -10.114955  25.542807  -12.191169  0.5822
H  -8.836855  25.675566  -10.929953  0.1975
C  -2.750386  30.846298  -9.813916  -1.1821
S  -3.727565  29.437105  -9.292784  0.6149
O  -4.777248  29.317243  -10.364093  -0.4702
C  -2.560580  28.171416  -9.669627  -0.7243
H  -2.615261  30.729301  -10.888196  0.3392
H  -1.790950  30.876658  -9.301408  0.4321
H  -3.304876  31.752026  -9.577123  0.3750
H  -2.259661  28.208685  -10.721934  0.4527
H  -3.016723  27.193473  -9.505237  -0.2400
H  -1.623347  28.282770  -9.121055  0.6291

Force components x, y, z for each atom (eV/Å):
Mg -1.5 -2.6 -0.1
C 0.2 -0.2 0.7
C -0.3 0.0 -0.3
C 0.3 0.1 -0.9
O 0.0 -0.1 0.6
C -0.3 -0.5 0.5
C 0.8 0.6 1.0
C 0.6 -0.5 -0.8
O -0.6 0.5 -0.5
O -0.6 0.1 -0.4
O 0.3 -0.1 0.2
H -0.2 0.1 -0.1
H 0.1 0.3 -0.3
C 1.1 -0.6 0.1
C -0.5 0.2 0.3
C 0.2 0.0 -1.1
O 0.2 -0.1 0.1
C 0.4 0.3 -0.4
O -0.4 -0.1 0.2
O 0.2 -0.2 0.3
H 0.0 0.0 -0.3
H -0.7 0.2 -0.2
H -0.1 0.3 0.4
H 0.0 0.0 -0.1
H -0.2 0.1 0.4
H -0.2 0.0 0.3
C 0.6 -0.1 0.3
C 0.0 0.0 0.0
C -0.3 -0.1 0.4
O 0.2 0.3 0.1
C -0.4 -0.4 0.0
O 0.2 0.1 0.0
O 0.2 0.3 0.0
H -0.3 0.0 -0.2
H -0.2 -0.2 0.1
H 0.0 0.3 -0.1
H -0.1 0.0 -0.1
H -0.1 -0.1 -0.2
H 0.2 0.0 -0.2
C 0.1 0.0 0.5
C 0.2 -0.4 -0.2
C -0.4 -0.9 -0.3
O -0.2 0.2 -0.3
C -0.6 -0.5 0.5
O 0.6 0.3 -0.3
O 0.1 0.1 0.1
H 0.0 0.1 -0.1
H -0.1 -0.1 0.0
H 0.1 0.1 -0.2
H -0.2 0.3 0.0
H 0.1 0.1 0.1
H 0.2 0.6 0.1
C 0.0 -1.1 0.5
S -0.4 0.5 0.8
O 0.5 0.2 0.8
C -0.1 -0.9 -0.5
H -0.1 0.5 -0.1
H 0.1 0.1 -0.3
H 0.0 0.2 -0.1
H 0.1 0.3 0.1
H -0.2 0.3 0.1
H 0.2 0.1 0.2
C 0.2 0.6 -0.9
S 1.1 -0.6 -0.1
O -0.9 1.6 -1.1
C -1.3 0.7 -0.2
H 0.2 -0.1 0.3
H 0.0 -0.3 0.1
H -0.4 -0.2 0.4
H 0.6 -0.6 0.0
H 0.1 -0.3 0.1
H 0.3 0.1 0.2
C -1.1 -0.4 0.5
S 0.4 0.4 0.1
O 0.1 0.0 0.0
C 0.2 0.1 -0.8
H -0.1 0.3 0.0
H 0.2 -0.1 -0.3
H 0.6 -0.2 -0.1
H 0.0 -0.1 0.2
H 0.0 0.1 0.3
H -0.3 0.0 0.2
C -0.3 0.4 0.4
S -0.2 -0.5 -1.4
O -0.2 0.7 0.9
C -0.1 0.2 0.0
H 0.2 -0.1 0.2
H 0.2 0.0 0.0
H 0.2 -0.2 -0.2
H 0.2 -0.1 0.1
H -0.1 0.1 0.0
H 0.0 -0.1 -0.1
C -0.1 0.0 0.0
S 0.4 0.0 0.3
O 1.4 1.1 -0.1
C 0.8 -0.6 -0.6
H 0.1 0.1 0.0
H 0.0 -0.1 0.1
H -0.1 0.0 -0.1
H -0.4 0.2 0.0
H -0.1 0.1 0.2
H -0.3 0.0 0.4

The calculation puts the energy at -126322.62998 eV. For the HOMO energy, the calculation gives -6.7 eV. The multiplicity is 1. Its net charge is 0. Its lowest unoccupied orbital energy is -0.8 eV. The calculation puts the frontier orbital gap at 5.87 eV.

- Among the records above, which one has the highest lowest unoccupied orbital energy?
  C28H50LaN8O11P3S

- Look up the frontier orbital gap of the first one.
  6.33 eV

- Which value of frontier orbital gap does entry 2 give?
  5.87 eV